(1)
79
Properties=species:S:1:pos:R:3 method="wB97M-V/def2-TZVPD" e_homo_ev="1.4 / 2.1" multiplicity=2 charge=-2 homo_lumo_gap_ev="2.8 / 2.1" s2=0.875
C 1.4597 0.3248 -6.3249
I -1.4667 0.0640 -5.1952
H 0.8971 0.0131 -7.2226
H 2.1393 -0.4563 -5.9263
H 1.5841 1.4332 -6.3135
C -1.2596 4.0875 -1.9150
C -2.4512 3.6738 -2.3962
N -2.3046 2.3540 -2.7847
C -1.0255 1.9104 -2.5646
N -0.3980 3.0199 -2.0166
H -0.9543 5.0398 -1.5142
H -3.3770 4.2190 -2.4980
C 2.0729 -3.6520 -2.5685
C 0.6328 -1.9326 -3.0850
N 1.7965 -2.2982 -2.4250
H 0.9547 -5.1750 -3.7000
N 0.2233 -3.1193 -3.6577
H 2.9309 -4.1216 -2.1156
Ti -0.0707 0.0741 -3.1770
C 1.4629 0.7154 -4.3367
O 2.6068 1.2618 -4.1287
C 1.0915 -4.1554 -3.3537
C -0.9600 -3.3397 -4.4305
H -1.6996 -3.9324 -3.8684
H -0.7179 -3.8698 -5.3592
H -1.3995 -2.3710 -4.6931
C 2.5981 -1.4823 -1.5620
H 3.5718 -1.9742 -1.4301
H 2.1319 -1.3558 -0.5704
H 2.7655 -0.4906 -1.9947
C 0.9058 3.0463 -1.3995
H 1.2241 4.0958 -1.3286
H 1.6359 2.4758 -1.9878
H 0.8634 2.6267 -0.3763
C -3.4219 1.5589 -3.2022
H -3.0632 0.8254 -3.9457
H -4.1559 2.1940 -3.6978
H -3.8819 1.0140 -2.3612
C 3.3638 -0.1703 1.7995
Si 1.9533 0.7375 2.6527
C 2.1257 0.4815 4.5106
C 2.0617 2.5783 2.3089
Si -0.1220 -0.1071 1.8894
Te -0.9867 -0.5617 -0.4049
Si -0.3905 -2.1916 2.9720
C -0.5672 -1.9776 4.8378
C -1.9284 -3.0607 2.3235
C 1.1389 -3.2126 2.5747
Si -1.7719 1.2893 2.8158
C -1.3738 1.7025 4.6121
C -1.8319 2.8717 1.7972
C -3.4265 0.3997 2.7324
H 4.3022 0.0568 2.3213
H 3.4756 0.1558 0.7566
H 3.2395 -1.2611 1.7972
H 3.0432 0.9884 4.8392
H 1.2970 0.8994 5.0927
H 2.2246 -0.5766 4.7845
H 2.3164 2.7852 1.2619
H 1.1385 3.1224 2.5444
H 2.8604 3.0057 2.9285
H -1.4653 -1.4090 5.1119
H -0.6666 -2.9862 5.2666
H 0.2998 -1.4974 5.3068
H -1.9244 -3.1337 1.2268
H -1.9323 -4.0774 2.7435
H -2.8561 -2.5584 2.6301
H 1.2697 -3.3430 1.4905
H 2.0606 -2.7760 2.9844
H 1.0018 -4.2078 3.0232
H -0.4287 2.2493 4.7226
H -2.1805 2.3539 4.9801
H -1.3369 0.8186 5.2596
H -1.9782 2.6609 0.7296
H -2.6864 3.4690 2.1455
H -0.9236 3.4804 1.8980
H -3.6791 0.0987 1.7048
H -3.4584 -0.4963 3.3690
H -4.1984 1.0983 3.0859


(2)
82
Properties=species:S:1:pos:R:3 method="wB97M-V/def2-TZVPD" e_homo_ev="-8.6 / -9.4" multiplicity=2 homo_lumo_gap_ev="9.0 / 9.5" s2=0.754
C -2.4956 2.3652 -3.1851
C -1.8207 1.2749 -3.9986
O -0.9142 0.5652 -3.1214
P -0.4437 -0.8781 -3.6380
O -1.1327 -1.3187 -4.8587
C -0.7476 -2.0711 -2.3028
C -2.0118 -1.7114 -1.4999
C -1.7584 -1.2854 -0.0333
I -1.5038 -3.1554 1.0615
C -2.9953 -0.5267 0.4582
C -2.9145 0.1437 1.8459
C -3.9222 1.3437 1.8339
C -3.4002 -0.7743 2.9692
N -1.5599 0.6938 2.1371
O -0.9593 0.1514 3.1296
C -0.7006 0.8984 0.9494
C 0.6923 1.3254 1.4532
C -1.1880 2.0728 0.0841
C -0.4966 -0.4090 0.1591
O 1.1243 -0.7815 -3.9171
C 1.9654 -0.1728 -2.9092
C 2.7411 -1.2325 -2.1061
H -3.0109 1.9037 -2.3415
H -3.2721 2.8381 -3.7855
H -1.7894 3.1111 -2.8307
H -2.5845 0.6169 -4.3989
H -1.2595 1.7434 -4.8047
H -0.8487 -3.0295 -2.8016
H 0.1339 -2.1213 -1.6629
H -2.6294 -0.9580 -1.9896
H -2.6253 -2.6098 -1.4636
H -3.8535 -1.1992 0.4742
H -3.2128 0.2092 -0.3174
H -3.4034 2.2919 1.9518
H -4.4667 1.3900 0.8893
H -4.6695 1.2375 2.6148
H -2.7018 -1.5724 3.1944
H -3.5348 -0.1791 3.8707
H -4.3578 -1.1996 2.6769
H 0.5743 2.0959 2.2122
H 1.2793 0.4912 1.8213
H 1.2281 1.7822 0.6186
H -0.6962 1.9802 -0.8829
H -2.2583 2.0324 -0.0915
H -0.8904 3.0162 0.5342
H -0.0257 -0.1391 -0.7813
H 0.2210 -0.9888 0.7340
H 2.6478 0.4762 -3.4522
H 1.3954 0.4594 -2.2288
H 2.6030 -2.1865 -2.6055
H 2.3494 -1.2760 -1.0912
H 3.7888 -0.9503 -2.0819
O 4.5154 -2.7234 -4.4924
S 5.1649 -2.5286 -5.7532
O 5.6056 -3.6537 -6.5156
O 6.3827 -1.5242 -5.5461
C 7.3366 -1.8392 -4.5091
C 8.3071 -2.9264 -4.9233
C 4.1802 -1.4849 -6.7697
H 6.8069 -2.1043 -3.5927
H 7.8692 -0.9089 -4.3217
H 7.8036 -3.8855 -5.0351
H 9.0868 -3.0346 -4.1691
H 8.7688 -2.6832 -5.8800
H 3.8813 -0.6138 -6.1938
H 3.3072 -2.0620 -7.0661
H 4.7614 -1.2003 -7.6425
O -3.4647 1.3570 6.1415
S -2.3155 0.9947 6.9204
O -2.4237 -0.0307 7.9123
O -1.7380 2.3158 7.6027
C -2.6580 3.1339 8.3529
C -2.9600 2.5625 9.7238
C -0.9588 0.6591 5.8614
H -3.5701 3.2851 7.7736
H -2.1668 4.1006 8.4473
H -3.5254 1.6348 9.6501
H -3.5462 3.2766 10.3029
H -2.0363 2.3435 10.2590
H -0.8687 1.4647 5.1437
H -1.1733 -0.2761 5.3585
H -0.0607 0.5683 6.4683


(3)
79
Properties=species:S:1:pos:R:3 method="wB97M-V/def2-TZVPD" e_homo_ev=-12.7 charge=+2 e_above_lowest_ev=0.0000 homo_lumo_gap_ev=6.3
Pt 1.6304 -0.8064 -2.0800
N 3.2490 -2.1552 -1.5649
C 2.6826 -3.4651 -1.1301
C 1.5405 -3.8856 -2.0499
C 1.9125 -3.9156 -3.5445
C 1.2798 -2.7895 -4.3660
N 1.7919 -1.4405 -4.0035
H 3.8556 -2.3132 -2.3634
H 3.8275 -1.7535 -0.8333
H 2.2977 -3.3430 -0.1170
H 3.4796 -4.2112 -1.1078
H 0.7302 -3.1649 -1.9090
H 1.1623 -4.8549 -1.7249
H 1.6088 -4.8653 -3.9825
H 2.9989 -3.8666 -3.6835
H 0.1969 -2.7708 -4.2442
H 1.5004 -2.9490 -5.4233
H 1.2085 -0.7173 -4.5044
H 2.7596 -1.3584 -4.3048
C 3.4933 2.2514 1.3996
C 2.6030 1.8384 0.2259
C 1.7959 3.0195 -0.3154
O 3.4011 1.2368 -0.7734
C 1.6352 0.7497 0.6649
O 0.9841 0.9756 1.7967
O 1.4301 -0.3206 0.0899
H 4.2004 3.0010 1.0469
H 4.0521 1.3983 1.7851
H 2.9115 2.6869 2.2046
H 2.4806 3.8231 -0.5882
H 1.1097 3.3981 0.4418
H 1.2204 2.7182 -1.1916
H 3.8819 1.9353 -1.2325
C -1.4552 2.7662 3.7994
Si -0.3650 1.7804 4.9431
C 1.4086 2.3279 4.9177
C -1.0141 1.7798 6.6848
C -0.4837 -0.0835 4.4151
Te 0.1643 -0.7213 2.5379
C -1.6272 -0.4955 1.5174
Si -2.9807 -1.7894 2.0000
C -2.0512 -3.3287 2.5257
C -3.9833 -2.0948 0.4696
C -4.0664 -1.1123 3.3503
H -1.6213 3.7590 4.2213
H -2.4349 2.3021 3.6666
H -1.0009 2.9070 2.8155
H 1.4791 3.3293 5.3472
H 1.8044 2.3762 3.9075
H 2.0492 1.6716 5.5100
H -0.9813 2.7970 7.0796
H -0.4103 1.1494 7.3392
H -2.0481 1.4356 6.7387
H -1.5328 -0.3814 4.4350
H 0.0965 -0.6784 5.1221
H -1.3590 -0.6245 0.4654
H -1.9488 0.5357 1.6779
H -1.3987 -3.6898 1.7258
H -2.7489 -4.1339 2.7604
H -1.4394 -3.1809 3.4237
H -3.3801 -2.4575 -0.3640
H -4.5036 -1.1921 0.1453
H -4.7425 -2.8497 0.6849
H -3.5658 -0.9242 4.3012
H -4.8606 -1.8343 3.5530
H -4.5467 -0.1845 3.0329
C -2.8859 3.4997 -5.1353
C -1.8675 2.4087 -5.1250
C -1.2344 1.9645 -6.2848
C -0.2547 1.0104 -6.1358
N 0.0673 0.4896 -4.9481
C -0.6311 0.9366 -3.9025
S -0.3792 0.2339 -2.2984
N -1.5623 1.8764 -3.9392
H -3.1033 3.8396 -6.1447
H -2.5175 4.3403 -4.5464
H -3.8037 3.1545 -4.6603
H -1.4921 2.3580 -7.2564
H 0.3008 0.6413 -6.9902


| no. | F_max (eV/Å) | E_tot (Ha) |
| --- | --- | --- |
| 1 | 4.29 | -3695.09015 |
| 2 | 1.76 | -3070.32547 |
| 3 | 1.06 | -2636.64061 |